# 1
{"formula": "C16H15CuN2O4S3", "method": "ωB97M-V/def2-TZVPD", "lumo_ev": [1.93, 1.93], "max_force_ha_per_bohr": 0.022, "s2": 0.760, "e_above_lowest_kcal_mol": 37.35, "multiplicity": 2, "charge": -1, "energy_ev": -105148.753, "elements": ["Cu", "O", "S", "O", "N", "C", "S", "C", "C", "C", "C", "C", "C", "H", "H", "H", "H", "O", "N", "C", "C", "C", "C", "C", "C", "C", "H", "H", "H", "H", "H", "C", "S", "C", "O", "H", "H", "H", "H", "H", "H"], "xyz": [[-0.468, 1.690, 1.158], [-2.463, -5.226, -0.507], [-3.294, -4.053, -0.414], [-4.661, -4.286, -0.026], [-2.596, -2.904, 0.505], [-2.280, -1.825, -0.185], [-1.555, -0.418, 0.339], [-2.652, -1.925, -1.650], [-2.476, -0.979, -2.647], [-2.896, -1.292, -3.932], [-3.481, -2.522, -4.218], [-3.661, -3.468, -3.217], [-3.237, -3.138, -1.945], [-2.025, -0.027, -2.397], [-2.770, -0.568, -4.727], [-3.801, -2.741, -5.229], [-4.118, -4.427, -3.422], [-1.321, 3.128, 0.622], [1.451, 1.546, 0.552], [2.499, 1.524, 0.094], [3.801, 1.495, -0.514], [4.617, 2.621, -0.465], [5.866, 2.576, -1.058], [6.296, 1.419, -1.693], [5.476, 0.300, -1.738], [4.225, 0.331, -1.148], [4.264, 3.514, 0.030], [6.506, 3.448, -1.025], [7.273, 1.389, -2.155], [5.811, -0.601, -2.233], [3.571, -0.530, -1.173], [-0.326, 1.635, 5.466], [-0.509, 1.831, 3.669], [-2.303, 1.792, 3.690], [-0.013, 0.522, 3.119], [-0.804, 0.707, 5.779], [-0.773, 2.494, 5.966], [0.741, 1.595, 5.675], [-2.646, 2.683, 4.215], [-2.624, 0.877, 4.187], [-2.641, 1.813, 2.656]], "atomic_forces_ev_per_a": [[0.72, -0.78, -0.47], [0.19, -0.05, -0.08], [0.05, 0.11, -0.08], [-0.18, 0.11, 0.01], [0.05, 0.15, 0.04], [-0.23, -0.39, -0.42], [-0.05, -0.10, 0.10], [0.02, -0.02, 0.02], [0.00, -0.03, 0.04], [0.03, 0.10, -0.04], [-0.04, -0.07, -0.04], [-0.03, -0.08, 0.04], [0.03, -0.05, 0.22], [0.00, 0.01, 0.00], [0.00, 0.00, 0.00], [0.00, -0.01, 0.00], [0.00, 0.00, 0.00], [-0.68, 0.91, 0.01], [0.09, -0.19, 0.15], [0.12, 0.06, -0.14], [-0.10, -0.06, 0.05], [-0.03, -0.01, 0.01], [0.05, 0.04, 0.00], [0.01, 0.00, -0.01], [0.02, -0.05, -0.03], [-0.01, 0.02, 0.02], [0.01, 0.02, 0.00], [0.01, 0.00, 0.00], [0.01, 0.00, 0.00], [0.01, 0.00, -0.01], [0.00, -0.02, -0.01], [-0.01, 0.08, -0.09], [0.07, 0.06, 0.95], [0.02, -0.09, -0.06], [-0.09, 0.32, -0.13], [-0.01, -0.01, -0.03], [0.01, -0.01, 0.03], [0.01, 0.00, 0.01], [-0.03, 0.00, 0.00], [-0.04, 0.00, -0.03], [0.00, 0.02, -0.01]]}

# 2
{"formula": "C10H16N2O", "method": "ωB97M-V/def2-TZVPD", "lumo_ev": 0.85, "max_force_ha_per_bohr": 0.063, "e_above_lowest_kcal_mol": 34.12, "charge": 0, "energy_ev": -15655.517, "elements": ["C", "O", "C", "C", "C", "N", "C", "C", "C", "C", "C", "C", "N", "H", "H", "H", "H", "H", "H", "H", "H", "H", "H", "H", "H", "H", "H", "H", "H"], "xyz": [[0.314, -2.862, 0.750], [0.211, -2.114, -0.424], [0.101, -0.744, -0.258], [-1.172, -0.217, -0.146], [-2.410, -1.124, -0.072], [-3.620, -0.427, -0.418], [-1.320, 1.159, -0.018], [-0.194, 2.026, 0.105], [-0.444, 3.492, 0.221], [1.095, 1.516, -0.031], [1.278, 0.112, -0.289], [2.619, -0.626, -0.558], [3.812, 0.164, -0.224], [-0.479, -2.539, 1.481], [1.370, -2.755, 1.247], [0.144, -3.973, 0.437], [-2.525, -1.524, 0.983], [-2.165, -1.971, -0.759], [-3.648, 0.070, -1.385], [-4.443, -0.971, -0.346], [-2.290, 1.654, -0.064], [-0.119, 3.857, 1.188], [-0.043, 4.221, -0.502], [-1.495, 3.814, 0.106], [1.933, 2.253, -0.106], [2.738, -0.916, -1.604], [2.455, -1.537, 0.057], [4.639, -0.579, -0.164], [3.655, 0.541, 0.794]], "atomic_forces_ev_per_a": [[0.53, -1.54, 1.07], [0.45, 0.40, -0.73], [1.49, 1.23, 0.05], [-1.00, 0.36, 0.71], [0.97, -0.73, -0.39], [-0.03, 2.32, -2.06], [1.27, 1.27, 0.10], [-1.13, -0.88, -1.17], [-0.76, 1.63, -0.01], [0.65, -1.20, -0.87], [-0.92, -0.07, 0.05], [-1.10, 0.38, 0.81], [1.30, -1.27, 2.66], [0.80, -0.46, -0.47], [-1.85, -0.24, -0.74], [0.36, 2.00, 0.75], [0.15, 0.38, -1.17], [-0.34, 0.21, 0.63], [0.47, -1.44, 2.30], [-0.64, -0.69, 0.12], [0.08, -0.48, 0.30], [0.06, 0.13, 0.34], [0.85, -0.88, -0.15], [0.02, -0.85, 0.47], [-0.58, -1.02, 0.22], [-0.41, -0.07, 0.03], [0.75, 0.23, -0.51], [-2.15, 2.30, 0.03], [0.70, -0.99, -2.37]]}

# 3
{"formula": "C3H8NO2", "method": "ωB97M-V/def2-TZVPD", "lumo_ev": -4.18, "max_force_ha_per_bohr": 0.086, "e_above_lowest_kcal_mol": 87.90, "charge": 1, "energy_ev": -8816.140, "elements": ["C", "C", "C", "N", "O", "O", "H", "H", "H", "H", "H", "H", "H", "H"], "xyz": [[0.776, -0.856, -1.090], [-1.523, 0.310, -0.305], [0.334, -0.363, 0.243], [0.915, 0.947, 0.684], [1.309, -0.142, -1.883], [0.210, -1.065, 1.379], [0.428, -1.888, -1.503], [-1.504, 0.294, -1.382], [-2.303, -0.362, 0.046], [-1.402, 1.156, 0.327], [1.865, 1.112, 0.768], [0.601, 1.549, -0.138], [0.455, 1.266, 1.541], [-0.161, -1.957, 1.315]], "atomic_forces_ev_per_a": [[-0.52, -1.84, -1.17], [2.86, -2.39, 0.80], [-3.73, 0.63, -0.06], [-3.37, 0.97, -2.72], [0.63, 1.08, 0.03], [0.52, -0.79, 0.75], [0.29, 1.11, 1.45], [0.07, 0.91, -0.19], [0.34, -0.15, 0.30], [-0.63, 1.09, -0.28], [2.94, -0.42, 0.20], [0.65, -0.20, 1.32], [-0.11, -0.15, -0.07], [0.06, 0.15, -0.36]]}

# 4
{"formula": "C3H9NO2", "method": "ωB97M-V/def2-TZVPD", "lumo_ev": 0.67, "max_force_ha_per_bohr": 0.107, "e_above_lowest_kcal_mol": 35.99, "charge": 0, "energy_ev": -8841.395, "elements": ["C", "N", "C", "C", "O", "H", "H", "H", "H", "H", "H", "H", "O", "H", "H"], "xyz": [[-1.638, -0.453, 1.195], [-0.478, -0.728, 0.357], [-0.047, 0.180, -0.601], [-0.785, 1.335, -0.970], [1.025, -0.104, -1.115], [-2.551, -0.142, 0.538], [-1.305, 0.207, 2.072], [-1.768, -1.400, 1.810], [0.030, -1.548, 0.726], [-1.599, 1.548, -0.402], [-0.129, 2.308, -0.844], [-1.145, 1.198, -2.017], [3.689, -0.474, -0.223], [3.979, -1.395, -0.185], [2.724, -0.533, -0.341]], "atomic_forces_ev_per_a": [[-0.03, -0.55, 1.35], [-1.61, 0.67, 0.52], [2.89, -4.31, 1.76], [1.18, 3.33, -2.20], [0.43, 0.55, -0.81], [1.52, -0.53, 1.84], [-1.07, 0.11, -1.51], [-0.73, 0.87, -1.21], [0.32, 1.24, -1.34], [-2.54, 0.33, 1.76], [-0.98, -2.13, -0.71], [0.56, 0.40, 0.62], [-0.11, -0.46, 0.20], [0.00, 0.28, -0.02], [0.18, 0.20, -0.26]]}

# 5
{"formula": "CHCl3N2", "method": "ωB97M-V/def2-TZVPD", "lumo_ev": [-0.16, -0.16], "max_force_ha_per_bohr": 0.066, "e_above_lowest_kcal_mol": 86.99, "charge": 0, "energy_ev": -41593.825, "elements": ["C", "N", "N", "Cl", "Cl", "Cl", "H"], "xyz": [[0.047, -0.449, -0.038], [-1.628, 0.874, -0.112], [1.204, 0.160, 0.029], [-0.061, -2.103, 0.012], [-2.937, -0.049, -0.005], [1.267, 1.873, 0.036], [2.109, -0.305, 0.078]], "atomic_forces_ev_per_a": [[-1.43, 3.10, 0.00], [3.10, -0.40, -0.01], [-0.77, -0.73, -0.06], [0.37, -0.53, 0.00], [-1.29, -1.06, 0.09], [0.10, -0.58, -0.04], [-0.09, 0.19, 0.03]]}

- Which of these has the highest charge?
  C3H8NO2

What did the fourth record say?
{"formula": "C3H9NO2", "method": "ωB97M-V/def2-TZVPD", "lumo_ev": 0.67, "max_force_ha_per_bohr": 0.107, "e_above_lowest_kcal_mol": 35.99, "charge": 0, "energy_ev": -8841.395, "elements": ["C", "N", "C", "C", "O", "H", "H", "H", "H", "H", "H", "H", "O", "H", "H"], "xyz": [[-1.638, -0.453, 1.195], [-0.478, -0.728, 0.357], [-0.047, 0.180, -0.601], [-0.785, 1.335, -0.970], [1.025, -0.104, -1.115], [-2.551, -0.142, 0.538], [-1.305, 0.207, 2.072], [-1.768, -1.400, 1.810], [0.030, -1.548, 0.726], [-1.599, 1.548, -0.402], [-0.129, 2.308, -0.844], [-1.145, 1.198, -2.017], [3.689, -0.474, -0.223], [3.979, -1.395, -0.185], [2.724, -0.533, -0.341]], "atomic_forces_ev_per_a": [[-0.03, -0.55, 1.35], [-1.61, 0.67, 0.52], [2.89, -4.31, 1.76], [1.18, 3.33, -2.20], [0.43, 0.55, -0.81], [1.52, -0.53, 1.84], [-1.07, 0.11, -1.51], [-0.73, 0.87, -1.21], [0.32, 1.24, -1.34], [-2.54, 0.33, 1.76], [-0.98, -2.13, -0.71], [0.56, 0.40, 0.62], [-0.11, -0.46, 0.20], [0.00, 0.28, -0.02], [0.18, 0.20, -0.26]]}